(1)
{"formula": "C2H2N3O2", "method": "ωB97M-V with the def2-TZVPD basis set", "charge": 1, "lumo_energy_ha": -0.2718, "smiles": "O=C=[N+]=N/C=N/O", "relative_energy_kj_mol": 201.0, "total_energy_ha": -391.67175, "symbols": ["C", "C", "N", "N", "N", "O", "O", "H", "H"], "xyz": [[0.389, -0.683, 0.832], [-1.589, 1.436, -0.648], [-1.554, 0.540, 0.591], [-0.853, -0.286, 1.030], [0.992, -0.303, -0.299], [-2.356, 2.172, -1.054], [2.084, -0.868, -0.569], [0.639, -1.402, 1.603], [2.248, -0.607, -1.486]]}

***

(2)
{"formula": "C5H8ClN2O", "method": "ωB97M-V with the def2-TZVPD basis set", "charge": 1, "lumo_energy_ha": [-0.1153, -0.3133], "relative_energy_kj_mol": 0.0, "spin_multiplicity": 3, "total_energy_ha": -839.88098, "symbols": ["C", "C", "C", "C", "C", "N", "N", "O", "Cl", "H", "H", "H", "H", "H", "H", "H", "H"], "xyz": [[1.628, 0.743, 0.050], [0.256, -1.088, -0.097], [0.522, 1.619, 0.531], [-0.757, 1.236, -0.202], [0.219, -2.553, 0.041], [1.469, -0.494, -0.199], [-0.831, -0.375, -0.171], [-1.849, 1.740, 0.366], [-0.614, 1.613, -1.966], [2.618, 1.151, -0.105], [0.367, 1.507, 1.610], [0.740, 2.670, 0.334], [-0.419, -3.004, -0.721], [-0.211, -2.821, 1.007], [1.221, -2.965, -0.036], [-1.756, -0.785, -0.205], [-2.604, 1.807, -0.237]]}

***

(3)
{"formula": "C19H19ClFN3O2S", "method": "ωB97M-V with the def2-TZVPD basis set", "lumo_energy_ha": 0.0176, "smiles": "COc1cc(N2C(=O)CN(Cc3ccc(F)cc3Cl)C2=S)ccc1N(C)C", "total_energy_ha": -2008.32295, "symbols": ["O", "F", "S", "Cl", "O", "C", "C", "C", "C", "C", "C", "C", "C", "C", "C", "C", "C", "C", "C", "N", "N", "N", "C", "C", "C", "C", "C", "H", "H", "H", "H", "H", "H", "H", "H", "H", "H", "H", "H", "H", "H", "H", "H", "H", "H", "H"], "xyz": [[-1.091, 2.423, -0.244], [8.029, 3.492, -0.622], [1.798, -1.624, -1.431], [5.142, -0.669, -0.308], [-3.055, -0.905, 3.029], [-0.074, 1.749, -0.564], [1.290, -0.069, -1.146], [5.669, 3.625, -1.354], [6.614, 1.665, -0.490], [-1.513, -1.609, -0.886], [-1.599, -0.359, 1.189], [-2.604, -2.305, -0.412], [4.542, 2.997, -1.780], [6.757, 2.975, -0.808], [5.431, 0.976, -0.852], [-2.543, -1.150, 1.796], [-1.046, -0.558, -0.117], [-3.230, -1.999, 0.884], [4.332, 1.614, -1.605], [0.051, 0.331, -0.526], [-4.402, -2.750, 1.142], [2.031, 1.033, -1.395], [-3.819, 0.293, 3.271], [-4.494, -3.601, 2.320], [-5.433, -2.770, 0.042], [1.293, 2.277, -1.064], [3.174, 0.891, -2.256], [5.704, 4.689, -1.581], [7.523, 1.217, -0.114], [-1.099, -1.829, -1.907], [-1.069, 0.356, 1.826], [-3.012, -3.069, -0.998], [3.790, 3.526, -2.364], [-4.657, 0.357, 2.632], [-3.135, 1.116, 3.195], [-4.172, 0.343, 4.298], [-3.555, -4.055, 2.589], [-4.947, -2.965, 3.170], [-5.160, -4.391, 2.058], [-5.143, -1.914, -0.658], [-5.416, -3.700, -0.563], [-6.371, -2.661, 0.394], [1.818, 2.826, -0.259], [1.235, 2.957, -1.831], [2.912, 1.336, -3.283], [3.505, -0.114, -2.416]]}

***

(4)
{"formula": "C4H5FOS", "method": "ωB97M-V with the def2-TZVPD basis set", "lumo_energy_ha": 0.0198, "smiles": "O=C(S)C/C=C/F", "relative_energy_kj_mol": 40.2, "total_energy_ha": -728.67179, "symbols": ["C", "C", "C", "C", "H", "H", "H", "H", "H", "O", "F", "S"], "xyz": [[0.760, -0.539, 1.096], [-0.044, -0.964, -0.095], [-1.071, 0.058, -0.578], [-0.994, 1.336, -0.295], [2.370, -0.127, -0.615], [0.577, -1.290, -0.957], [-0.589, -1.890, 0.258], [-1.707, -0.359, -1.338], [-0.232, 1.754, 0.320], [0.408, -0.552, 2.233], [-1.804, 2.320, -0.705], [2.327, 0.253, 0.676]]}